{
  "formula": "C38H99N3O14",
  "method": "the ωB97M-V functional and the def2-TZVPD basis",
  "mol_weight_da": 822.22,
  "max_force_ev_per_a": 2.05,
  "e_tot_ev": -74142.011,
  "gap_ha": 0.347,
  "lumo_ev": 0.46,
  "e_homo_ha": -0.3299,
  "de_lowest_kcal_mol": 0.0,
  "symbols": ["C", "O", "C", "C", "N", "C", "C", "O", "C", "H", "H", "H", "H", "H", "H", "H", "H", "H", "H", "H", "H", "H", "H", "H", "C", "O", "C", "C", "N", "C", "C", "O", "C", "H", "H", "H", "H", "H", "H", "H", "H", "H", "H", "H", "H", "H", "H", "H", "C", "O", "C", "C", "N", "C", "C", "O", "C", "H", "H", "H", "H", "H", "H", "H", "H", "H", "H", "H", "H", "H", "H", "H", "C", "C", "C", "O", "H", "H", "H", "H", "H", "H", "H", "H", "C", "C", "C", "O", "H", "H", "H", "H", "H", "H", "H", "H", "C", "C", "C", "O", "H", "H", "H", "H", "H", "H", "H", "H", "C", "C", "C", "O", "H", "H", "H", "H", "H", "H", "H", "H", "C", "C", "C", "O", "H", "H", "H", "H", "H", "H", "H", "H", "C", "C", "C", "O", "H", "H", "H", "H", "H", "H", "H", "H", "O", "C", "C", "O", "H", "H", "H", "H", "H", "H"],
  "coordinates": [[-10.737581, -3.256144, -0.817689], [-9.698345, -2.359956, -0.463621], [-9.555216, -1.183655, -1.284569], [-8.877931, -1.546883, -2.588420], [-7.496968, -2.012173, -2.375849], [-6.568825, -0.998473, -1.950085], [-5.164432, -1.590261, -2.046158], [-4.155278, -0.738979, -1.497422], [-2.855023, -1.244592, -1.704964], [-10.911238, -3.918692, 0.030475], [-10.368676, -3.884549, -1.663896], [-11.690457, -2.811678, -1.108869], [-8.955373, -0.489817, -0.685441], [-10.556428, -0.733632, -1.404582], [-8.820020, -0.727210, -3.304421], [-9.488440, -2.340174, -3.040644], [-7.504842, -2.749076, -1.686525], [-6.815711, -0.592060, -0.936395], [-6.657152, -0.151481, -2.617937], [-4.950315, -1.863502, -3.097810], [-5.112597, -2.477867, -1.385929], [-2.097794, -0.514527, -1.338684], [-2.630345, -1.382594, -2.767810], [-2.699983, -2.190282, -1.173042], [5.886578, -8.570789, -2.003994], [6.014406, -7.228271, -2.373818], [5.406722, -6.315385, -1.454551], [5.788449, -4.937078, -1.858774], [5.134040, -4.031469, -0.943858], [5.249977, -2.628350, -1.279668], [4.728228, -1.738828, -0.142669], [5.632007, -1.810252, 0.959928], [6.804799, -0.993530, 0.851548], [4.834041, -8.874085, -1.848422], [6.434314, -8.813316, -1.084681], [6.291841, -9.124465, -2.840477], [5.754884, -6.603549, -0.455718], [4.320321, -6.490664, -1.465689], [5.378301, -4.783881, -2.869747], [6.878924, -4.779105, -1.914499], [5.535375, -4.137930, -0.008128], [4.766356, -2.458510, -2.247901], [6.314630, -2.347615, -1.403863], [3.778635, -2.176728, 0.207265], [4.584184, -0.718732, -0.475328], [7.489059, -1.472276, 0.147880], [7.297308, -1.040542, 1.829650], [6.602879, 0.052341, 0.542515], [-0.315393, 2.405876, 10.218866], [-0.267446, 1.537211, 9.074607], [-0.665397, 2.261852, 7.896248], [-0.638436, 1.281836, 6.729890], [-0.834107, 2.055474, 5.474268], [-1.086246, 1.196752, 4.353939], [-1.719807, 1.855259, 3.172651], [-0.904334, 2.985790, 2.731240], [-1.523667, 4.271024, 2.972274], [-0.579306, 1.716699, 11.037502], [-1.088416, 3.172635, 10.093318], [0.652775, 2.860852, 10.419025], [-0.058765, 3.167212, 7.748874], [-1.710142, 2.635818, 7.940422], [-1.398097, 0.511178, 6.924595], [0.340265, 0.784934, 6.780427], [0.036730, 2.564690, 5.348928], [-1.732138, 0.375864, 4.678417], [-0.132079, 0.767164, 3.943439], [-2.761554, 2.151669, 3.313751], [-1.711065, 1.169311, 2.313118], [-2.502360, 4.366128, 2.483587], [-0.871941, 5.079754, 2.653517], [-1.657938, 4.292015, 4.052471], [1.098256, -5.783071, -1.941686], [1.328508, -4.283171, -1.981961], [1.148325, -3.536665, -0.698922], [2.655807, -3.995537, -2.443769], [0.052694, -6.056845, -1.768084], [1.718737, -6.241830, -1.172271], [1.536472, -6.031651, -2.910995], [0.641920, -3.903703, -2.758358], [1.878429, -3.866561, 0.029147], [0.152651, -3.627970, -0.265553], [1.335384, -2.518176, -1.038192], [3.240763, -4.193347, -1.687801], [-2.525007, 4.853791, -3.436784], [-1.807336, 3.560989, -3.731702], [-2.032612, 2.494003, -2.679555], [-2.163491, 3.058700, -5.004898], [-2.143594, 5.349729, -2.555121], [-3.557361, 4.599670, -3.178260], [-2.535138, 5.532716, -4.279496], [-0.747958, 3.664310, -3.932113], [-1.379672, 1.641775, -2.869012], [-3.093600, 2.182330, -2.624521], [-1.800250, 2.887672, -1.685118], [-3.045442, 2.676680, -4.876625], [-2.973539, -3.565907, 2.759100], [-1.645158, -3.330156, 2.058106], [-1.241282, -1.881852, 2.011813], [-0.601442, -4.076942, 2.757233], [-2.871148, -3.278049, 3.815209], [-3.249552, -4.610563, 2.680532], [-3.802545, -2.995676, 2.326598], [-1.605705, -3.706080, 1.033132], [-1.884485, -1.335407, 1.301615], [-0.197351, -1.733617, 1.761031], [-1.394642, -1.408933, 2.983143], [-0.824622, -5.018382, 2.763404], [2.555663, 4.821799, 3.924287], [2.429771, 3.349706, 3.587448], [3.617652, 2.890983, 2.776247], [2.296615, 2.698797, 4.839727], [1.754368, 5.087792, 4.616715], [2.414020, 5.397816, 3.002741], [3.530307, 5.096069, 4.354704], [1.450207, 3.180118, 3.119983], [3.514781, 1.802383, 2.640601], [4.593113, 3.078219, 3.277748], [3.610609, 3.331278, 1.785308], [2.436261, 1.746020, 4.708116], [2.824804, 5.361641, -0.677861], [2.151648, 5.202634, -2.003857], [3.090327, 5.365700, -3.208989], [1.593102, 3.902119, -2.061520], [3.229129, 6.379275, -0.694604], [3.668091, 4.704708, -0.507504], [2.072504, 5.249346, 0.102489], [1.314300, 5.913296, -2.039838], [3.641417, 6.284402, -3.177742], [2.420943, 5.369255, -4.082538], [3.712886, 4.474334, -3.272975], [1.072212, 3.682211, -1.292505], [2.148947, 0.565374, -4.801174], [1.078869, 1.631832, -5.024933], [1.577047, 2.672096, -5.951466], [-0.136902, 1.008889, -5.536044], [3.104213, 1.037499, -4.521774], [2.288798, 0.055521, -5.763383], [1.816552, -0.128611, -4.030615], [0.816764, 2.136884, -4.069366], [1.881950, 2.245972, -6.895513], [2.427244, 3.185807, -5.505124], [0.823863, 3.439636, -6.166650], [-0.825951, 1.689693, -5.489536], [2.740754, 1.218685, -1.091670], [1.427205, 0.740846, -1.066268], [0.634848, 1.176627, 0.181562], [0.384638, 2.584276, 0.168574], [2.723465, 2.121130, -1.435574], [0.875726, 1.117869, -1.914525], [1.390923, -0.345004, -0.998530], [1.274215, 0.831878, 0.994715], [-0.315900, 0.659019, 0.204918], [-0.205401, 2.776218, 0.924766]],
  "forces_ev_per_angstrom": [[0.976, -0.760, -0.810], [-0.215, 0.591, 0.233], [-0.702, -0.248, 0.642], [0.490, -0.258, 0.153], [-0.660, -0.462, -0.479], [0.167, 0.564, 0.627], [0.476, -0.284, 0.967], [-0.233, 0.566, -0.483], [0.534, 0.460, 0.068], [0.073, 0.127, 0.020], [-0.542, 0.201, 0.413], [0.074, 0.449, 0.047], [-0.085, -0.129, -0.139], [0.279, -0.039, -0.248], [-0.246, 0.177, 0.094], [0.394, 0.079, -0.139], [-0.099, -0.239, 0.081], [0.596, -0.320, -0.404], [0.065, 0.288, -0.336], [-0.032, 0.079, 0.460], [-0.324, -0.243, -0.645], [-0.727, -0.335, -0.031], [-0.144, -0.147, -0.048], [-0.040, -0.086, -0.032], [-0.380, -0.113, 0.016], [-0.118, 0.586, 0.133], [0.427, -1.990, -0.243], [-0.273, 0.538, -0.513], [-0.232, 0.300, 0.937], [0.680, 0.662, -0.228], [0.163, -1.139, -0.274], [-0.054, 0.630, 0.259], [-0.247, -0.684, -0.019], [0.202, 0.167, -0.108], [0.088, 0.085, -0.030], [0.085, -0.371, 0.000], [0.057, 0.366, 0.247], [0.064, 0.386, -0.050], [0.165, 0.139, 0.229], [-0.157, -0.260, 0.054], [-0.222, -0.117, -0.265], [-0.170, 0.156, 0.275], [-0.162, -0.059, -0.240], [0.246, 0.388, 0.012], [-0.105, 0.338, -0.065], [0.161, 0.314, -0.199], [-0.246, 0.259, -0.166], [-0.078, -0.524, 0.209], [-0.344, -1.343, -0.034], [-0.495, 1.483, -0.524], [-0.593, -0.487, 0.134], [0.689, 0.857, 0.173], [-0.258, -0.391, 1.306], [1.002, -0.731, -0.567], [0.211, 0.816, -1.210], [-0.716, 0.204, -0.412], [-0.073, -1.017, 0.717], [0.103, 0.625, 0.014], [0.108, -0.104, 0.145], [0.095, 0.134, -0.085], [0.310, -0.353, -0.141], [0.307, -0.175, 0.490], [0.015, 0.343, -0.449], [-0.037, -0.163, -0.286], [-0.099, 0.059, -0.281], [0.100, -0.055, -0.104], [-0.513, -0.111, 0.442], [0.090, 0.254, 0.259], [-0.072, -0.080, 0.294], [0.211, -0.129, -0.067], [0.216, -0.201, -0.114], [-0.210, 0.564, 0.097], [0.784, 0.473, -0.095], [-0.186, -0.223, -0.477], [-0.482, 0.428, -0.367], [-0.426, -0.354, 0.114], [0.199, -0.030, -0.386], [0.026, -0.089, 0.155], [-0.619, -0.923, -0.001], [0.287, 0.178, 0.249], [0.219, 0.059, 0.270], [-0.030, 0.026, -0.042], [-0.017, 0.327, 0.786], [0.283, 0.119, -0.189], [-0.509, -0.293, 0.321], [0.761, -0.251, -0.158], [-0.111, 0.242, 0.573], [-1.356, -0.554, -0.557], [0.378, 0.182, 0.173], [-0.163, 0.095, -0.176], [0.138, 0.097, -0.161], [0.489, 0.661, 0.855], [-0.188, -0.129, -0.027], [0.385, -0.003, -0.261], [0.142, -0.044, -0.047], [0.111, -0.016, -0.505], [-0.028, 0.333, -0.146], [0.838, -0.856, 0.224], [-0.445, 0.630, 0.323], [-0.292, 0.472, -0.071], [-0.037, -0.163, -0.269], [-0.061, -0.288, 0.175], [0.207, 0.070, -0.054], [-0.571, -0.068, -0.124], [0.273, -0.230, 0.104], [0.166, -0.164, -0.269], [0.012, -0.050, 0.142], [-0.085, 0.334, -0.075], [-0.326, 0.369, -0.327], [-0.231, 0.995, 0.309], [0.088, -1.142, 0.269], [0.486, -1.110, 0.704], [0.121, 0.153, 0.036], [0.068, 0.071, 0.140], [-0.297, -0.277, -0.050], [0.471, 0.134, -0.738], [0.272, 0.163, -0.159], [-0.723, 0.046, -0.214], [0.030, 0.160, -0.123], [-0.044, 0.381, 0.103], [0.256, 1.223, 0.037], [0.027, -0.430, 0.123], [-1.828, -0.788, 0.059], [0.339, -0.733, -1.460], [-0.057, 0.044, 0.564], [0.042, -0.443, -0.106], [0.220, 0.053, 0.267], [0.234, 0.213, -0.230], [0.411, 0.370, 0.070], [0.473, 0.043, -0.025], [0.286, 0.173, 0.015], [-0.409, 0.047, 0.799], [-0.446, 0.351, -0.289], [-0.916, -0.492, 0.790], [0.051, 1.185, -0.513], [0.929, 0.174, 0.378], [-0.378, -0.206, 0.062], [0.026, -0.141, 0.308], [0.224, -0.166, -0.075], [0.265, -0.372, -0.211], [0.140, -0.203, -0.360], [0.153, 0.035, -0.009], [-0.019, -0.135, 0.061], [-0.049, -0.066, -0.062], [0.463, -0.177, 0.185], [-1.255, 0.691, 0.930], [0.817, 0.151, -0.761], [-0.006, -0.244, 0.325], [-0.124, 0.097, -0.061], [-0.208, -0.219, -0.679], [0.405, -0.122, -0.478], [-0.173, 0.381, 0.648], [-0.266, -0.399, 0.005], [0.353, 0.080, -0.042]],
  "lowdin_charge": [-0.12, -0.21, -0.21, -0.20, -0.07, -0.23, -0.21, -0.21, -0.13, 0.09, 0.09, 0.08, 0.11, 0.12, 0.12, 0.11, 0.10, 0.12, 0.12, 0.13, 0.13, 0.08, 0.09, 0.08, -0.13, -0.19, -0.22, -0.21, -0.09, -0.21, -0.19, -0.21, -0.10, 0.09, 0.09, 0.08, 0.13, 0.12, 0.14, 0.13, 0.13, 0.12, 0.11, 0.12, 0.10, 0.07, 0.09, 0.10, -0.10, -0.20, -0.24, -0.19, -0.04, -0.24, -0.18, -0.26, -0.07, 0.09, 0.08, 0.08, 0.12, 0.12, 0.12, 0.12, 0.09, 0.12, 0.13, 0.13, 0.11, 0.09, 0.09, 0.08, -0.05, -0.51, -0.05, -0.08, 0.08, 0.07, 0.08, 0.14, 0.09, 0.06, 0.07, 0.04, -0.04, -0.51, -0.04, -0.06, 0.08, 0.08, 0.08, 0.12, 0.07, 0.09, 0.08, 0.10, -0.05, -0.49, -0.06, -0.07, 0.09, 0.07, 0.08, 0.11, 0.08, 0.08, 0.07, 0.09, -0.05, -0.51, -0.04, -0.07, 0.08, 0.08, 0.09, 0.12, 0.08, 0.10, 0.07, 0.10, -0.06, -0.49, -0.03, -0.07, 0.09, 0.08, 0.08, 0.14, 0.07, 0.08, 0.08, 0.04, -0.04, -0.50, -0.07, -0.06, 0.09, 0.09, 0.07, 0.11, 0.08, 0.07, 0.08, 0.04, -0.05, -0.24, -0.21, -0.09, 0.06, 0.10, 0.10, 0.12, 0.10, 0.06]
}